[1]
The following is a quantum chemistry calculation of C4H3I in the gas phase, from the OMol25 dataset.

```
8
Properties=species:S:1:pos:R:3
H 0.94141 0.92668 -0.44631
H 0.20018 0.21208 -1.98723
I -2.89792 -2.68814 -0.22103
C -0.81570 -0.86569 1.42541
C -0.43399 -0.31803 0.10927
C -1.32861 -1.45191 0.36751
C 0.24492 0.31104 -0.86191
H -0.69322 -0.84166 2.41592
```

- HOMO level: -0.308 Eh
- LUMO: 0.13 eV
- Energy relative to the best compared isomer or geometry (same formula, charge and spin): 131.25 kJ/mol
- Orbital gap: 8.506 eV
- E: -451.764508 a.u.
- Maximum force: 4.4 eV Å⁻¹

=====

[2]
The following is a quantum chemistry calculation of C4H3I in the gas phase, from the OMol25 dataset.

```
8
Properties=species:S:1:pos:R:3
C 0.32677 -0.65298 -0.22399
H 0.12325 -1.33748 -1.03555
H 2.27111 0.53482 -0.53314
C 0.11311 1.13122 -0.14240
H -0.63024 0.06698 1.61868
I -2.75975 -0.20371 -0.01193
C -0.70539 0.05404 0.54233
C 1.26114 0.40711 -0.21399
```

- HOMO level: -0.330 Eh
- LUMO: 0.45 eV
- Energy relative to the best compared isomer or geometry (same formula, charge and spin): 170.93 kJ/mol
- Orbital gap: 9.420 eV
- E: -451.749394 a.u.
- Maximum force: 0.9 eV Å⁻¹

=====

[3]
The following is a quantum chemistry calculation of 2 unconnected molecules or ions with the total composition C4H3I, from the OMol25 dataset.

```
8
Properties=species:S:1:pos:R:3
C -0.83893 0.44499 0.48858
H -0.91839 0.40675 1.51419
C 0.34767 -2.09415 -0.55857
C -1.07288 0.79735 -0.64293
H 2.30316 -1.23249 0.12431
I -1.31224 -2.89310 -1.23299
C 1.35790 -1.77785 0.04419
H -0.99158 0.81261 -1.67022
```

- HOMO level: -0.343 Eh
- LUMO: 0.46 eV
- Energy relative to the best compared isomer or geometry (same formula, charge and spin): 241.43 kJ/mol
- Orbital gap: 9.790 eV
- E: -451.722542 a.u.
- Maximum force: 2.5 eV Å⁻¹

=====

[4]
The following is a quantum chemistry calculation of a molecular structure, C4H3InO, from the OMol25 dataset.

```
9
Properties=species:S:1:pos:R:3
C -1.26979 -0.28422 -0.22798
O -0.90698 -0.59108 2.20100
C 1.21422 0.37906 -1.76051
C 1.79310 1.17344 -1.03739
In -0.90816 -1.53778 3.74178
H -1.75893 -0.17926 -1.17845
C -1.12359 -0.43245 0.98344
H 0.99679 -0.37085 -2.51381
H 1.96333 1.84314 -0.20808
```

- HOMO level (spin up / spin down): -0.515 / -0.512 Eh
- LUMO (spin up / spin down): -4.08 / -8.30 eV
- Energy relative to the best compared isomer or geometry (same formula, charge and spin): 260.16 kJ/mol
- Orbital gap (spin up / spin down): 9.934 / 5.620 eV
- E: -419.078172 a.u.
- Maximum force: 10.5 eV Å⁻¹
- Charge: +1
- ⟨S²⟩: 0.7569
- 2S+1: 2